{"formula": "CHN2O3", "method": "ωB97M-V with the def2-TZVPD basis set", "elements": ["C", "N", "N", "O", "O", "O", "H"], "positions_angstrom": [[-1.7601, 0.7015, -0.5591], [1.5608, -0.1627, -0.0446], [1.0200, -0.6543, 0.7830], [-2.6435, 1.0819, -1.1899], [0.4042, -1.0793, 1.6136], [-0.9089, 0.3081, 0.1435], [2.3274, -0.1953, -0.7465]], "e_lumo_ha": -0.23355, "total_charge": 1, "homo_lumo_gap_ev": 10.8692, "e_above_lowest_ev": 0.621}

{"formula": "C45H75IN2O26P", "method": "ωB97M-V with the def2-TZVPD basis set", "elements": ["C", "C", "O", "O", "C", "C", "C", "C", "C", "C", "C", "P", "N", "O", "C", "N", "C", "C", "C", "C", "O", "O", "C", "C", "C", "I", "H", "H", "H", "H", "H", "H", "H", "H", "H", "H", "H", "H", "H", "H", "H", "H", "H", "H", "H", "H", "H", "H", "H", "H", "H", "H", "H", "H", "H", "H", "H", "H", "H", "C", "C", "C", "O", "C", "O", "O", "H", "H", "H", "H", "H", "H", "C", "C", "C", "O", "C", "O", "O", "H", "H", "H", "H", "H", "H", "C", "C", "C", "O", "C", "O", "O", "H", "H", "H", "H", "H", "H", "C", "C", "C", "O", "C", "O", "O", "H", "H", "H", "H", "H", "H", "C", "C", "C", "O", "C", "O", "O", "H", "H", "H", "H", "H", "H", "C", "C", "C", "O", "C", "O", "O", "H", "H", "H", "H", "H", "H", "C", "C", "C", "O", "C", "O", "O", "H", "H", "H", "H", "H", "H"], "positions_angstrom": [[1.8872, 3.2735, 3.3935], [1.5319, 2.0608, 4.3646], [0.3559, 2.0175, 4.8162], [2.4250, 1.0504, 4.7933], [3.4573, 0.7710, 3.8110], [2.8858, 0.0022, 2.5074], [4.0712, -0.5627, 1.5783], [4.2570, 0.2482, 0.1917], [5.4842, 1.2872, 0.2949], [5.0677, 2.8261, 0.5065], [4.4189, 3.5348, -0.7779], [4.9045, 5.3933, -0.9641], [6.3963, 5.7335, -0.0867], [3.7067, 6.3942, -0.2040], [2.8094, 3.3512, -0.6928], [2.2137, 2.7035, -1.9062], [0.6984, 2.8465, -1.7632], [0.0813, 1.9091, -0.6236], [-1.5159, 2.1928, -0.6283], [-1.7589, 3.5396, 0.2333], [-2.0806, 4.6320, -0.2850], [-1.5972, 3.5502, 1.6624], [2.5528, 3.4578, -3.1836], [4.1322, 3.5317, -3.4706], [4.8704, 2.8487, -2.1915], [7.0209, 3.2693, -2.5012], [0.9289, 3.8822, 3.2222], [2.3338, 2.8703, 2.4154], [2.6500, 3.9862, 3.8630], [4.0840, 1.6872, 3.5139], [4.1975, 0.0535, 4.3240], [2.3301, -0.9259, 2.9104], [2.1587, 0.6436, 1.9054], [5.0632, -0.6945, 2.1510], [3.7632, -1.6362, 1.2854], [4.5831, -0.5497, -0.5775], [3.2843, 0.6876, -0.2081], [6.0752, 0.9914, 1.2422], [6.1978, 1.1078, -0.5773], [4.3381, 2.8379, 1.4044], [6.0143, 3.3572, 0.9003], [6.1903, 5.5058, 0.9123], [6.4676, 6.7735, -0.0709], [3.3957, 5.9924, 0.6380], [2.2441, 4.3253, -0.5260], [2.5766, 2.6898, 0.2207], [2.3936, 1.6911, -1.9843], [0.2605, 2.4805, -2.7607], [0.4200, 3.9573, -1.6372], [0.3414, 0.8053, -0.7117], [0.4499, 2.3299, 0.3862], [-1.8720, 2.4005, -1.6903], [-2.0650, 1.3142, -0.1437], [-2.1122, 2.7895, 2.0116], [1.9520, 2.9997, -4.0600], [2.1942, 4.5465, -3.0511], [4.5093, 4.6004, -3.6566], [4.3773, 2.9203, -4.4035], [4.6289, 1.7378, -2.2444], [6.9056, -1.4650, -3.9552], [6.9991, -2.2555, -2.6692], [7.1883, -3.7308, -2.8660], [6.6382, -4.2640, -1.6640], [5.6984, -3.3756, -1.2389], [4.9130, -3.5835, -0.3606], [5.7681, -2.2123, -1.9498], [6.5496, -0.4514, -3.7528], [7.8766, -1.4061, -4.4506], [6.1897, -1.9164, -4.6480], [7.7772, -1.8308, -2.0249], [8.2374, -4.0105, -2.9713], [6.6230, -4.1349, -3.7117], [-2.3479, -2.6457, 3.6913], [-2.2317, -1.4557, 2.7655], [-3.5422, -0.8067, 2.4335], [-3.2631, -0.2048, 1.1704], [-2.2872, -0.9579, 0.5888], [-1.9346, -0.8512, -0.5541], [-1.7658, -1.8502, 1.4735], [-1.4103, -3.2048, 3.7183], [-2.5989, -2.3281, 4.7055], [-3.1163, -3.3427, 3.3456], [-1.5144, -0.7335, 3.1727], [-3.8373, -0.0547, 3.1666], [-4.3620, -1.5191, 2.3012], [2.3387, -3.3377, 6.5149], [1.0168, -4.0710, 6.5744], [1.1283, -5.5018, 7.0122], [-0.0241, -6.0879, 6.4130], [-0.3013, -5.3498, 5.3020], [-1.0948, -5.6629, 4.4569], [0.4450, -4.2075, 5.2747], [2.2258, -2.3879, 5.9856], [2.7206, -3.1389, 7.5182], [3.0878, -3.9157, 5.9660], [0.3065, -3.5127, 7.1945], [1.1013, -5.6130, 8.0970], [2.0153, -6.0108, 6.6218], [-3.5153, 0.3315, -6.4787], [-2.1559, 0.3809, -5.8156], [-2.2049, 0.3617, -4.3172], [-0.9840, 1.0174, -3.9731], [-0.6925, 1.8590, -5.0040], [0.1673, 2.7016, -4.9730], [-1.5008, 1.6267, -6.0697], [-3.4309, 0.5707, -7.5415], [-3.9658, -0.6575, -6.3748], [-4.1953, 1.0698, -6.0444], [-1.5174, -0.4176, -6.2099], [-2.2329, -0.6493, -3.9090], [-3.0351, 0.9396, -3.8995], [-6.6359, 6.2816, -1.1331], [-5.9719, 5.2493, -2.0173], [-4.5531, 5.5737, -2.3796], [-4.3917, 4.8749, -3.6088], [-5.6251, 4.7976, -4.1772], [-5.8308, 4.4323, -5.2994], [-6.5944, 5.1914, -3.3014], [-7.7142, 6.1096, -1.0877], [-6.2301, 6.2472, -0.1201], [-6.4960, 7.2912, -1.5295], [-6.0558, 4.2561, -1.5613], [-3.8376, 5.2202, -1.6360], [-4.3815, 6.6387, -2.5650], [-7.9621, 2.5104, -5.2473], [-7.9672, 1.4775, -6.3517], [-9.1487, 0.5535, -6.3251], [-8.6359, -0.6051, -6.9781], [-7.2925, -0.6144, -6.7539], [-6.5676, -1.5344, -7.0019], [-6.8799, 0.5643, -6.2056], [-6.9823, 2.9967, -5.1877], [-8.7254, 3.2723, -5.4182], [-8.1454, 2.0479, -4.2719], [-7.8612, 1.9698, -7.3249], [-10.0090, 0.9545, -6.8629], [-9.4584, 0.2693, -5.3144], [-1.5017, -8.9229, 5.5887], [-1.3911, -9.7194, 6.8699], [-1.1812, -11.1906, 6.6614], [-1.7160, -11.7410, 7.8606], [-2.6676, -10.8684, 8.2980], [-3.4439, -11.0958, 9.1776], [-2.6182, -9.6991, 7.5953], [-1.8703, -7.9160, 5.7952], [-0.5333, -8.8481, 5.0898], [-2.2141, -9.3816, 4.8970], [-0.6158, -9.2877, 7.5134], [-0.1285, -11.4541, 6.5487], [-1.7450, -11.5965, 5.8154]], "e_lumo_ha": -0.08852, "total_charge": 1, "homo_lumo_gap_ev": 8.7286}

{"formula": "C22H28AsN2O7S2SiW", "method": "ωB97M-V with the def2-TZVPD basis set", "elements": ["W", "O", "As", "O", "O", "C", "C", "C", "C", "C", "C", "S", "O", "O", "O", "H", "H", "H", "H", "H", "C", "C", "C", "N", "C", "S", "N", "C", "O", "C", "C", "C", "C", "C", "C", "H", "H", "H", "H", "H", "H", "H", "H", "H", "H", "H", "H", "H", "H", "C", "Si", "C", "C", "C", "C", "H", "H", "H", "H", "H", "H", "H", "H", "H"], "positions_angstrom": [[1.4164, 1.0310, 0.0152], [5.4998, 2.9398, -0.6738], [3.8283, 3.4343, -0.4919], [3.1052, 1.7537, -0.2711], [1.4494, 0.1523, -1.4271], [3.9054, 3.9574, 1.3993], [5.0679, 4.6114, 1.7923], [5.1660, 5.2025, 3.0480], [4.0984, 5.1732, 3.9250], [2.9194, 4.5381, 3.5591], [2.8397, 3.9428, 2.3099], [1.3672, 3.0414, 2.0022], [1.7137, 1.5916, 2.0987], [0.3219, 3.4838, 2.8503], [1.0451, 3.1298, 0.5095], [5.7994, 2.3516, 0.0330], [5.9027, 4.6704, 1.1052], [6.0808, 5.7018, 3.3389], [4.1810, 5.6478, 4.8931], [2.0692, 4.4993, 4.2254], [0.7718, -3.0749, -2.2034], [-0.5808, -3.4055, -1.5911], [-1.6272, -2.3141, -1.7336], [-1.2460, -1.1151, -0.9590], [-1.6032, 0.1122, -1.1700], [-0.9230, 1.4804, -0.2912], [-2.5520, 0.4667, -2.0723], [-3.8206, -0.2008, -2.2327], [-4.1332, -1.0763, -1.4739], [-4.6401, 0.3374, -3.3358], [-6.0122, 0.0906, -3.2825], [-6.8328, 0.5694, -4.2879], [-6.2873, 1.2796, -5.3490], [-4.9211, 1.5119, -5.4140], [-4.0933, 1.0433, -4.4067], [1.4321, -3.9385, -2.1368], [1.2608, -2.2469, -1.6922], [0.6760, -2.8093, -3.2575], [-0.4731, -3.6583, -0.5324], [-1.0043, -4.2911, -2.0689], [-2.5954, -2.6509, -1.3701], [-1.7441, -2.0014, -2.7738], [-0.5588, -1.2615, -0.2192], [-2.5400, 1.4435, -2.3308], [-6.4162, -0.4678, -2.4492], [-7.8981, 0.3887, -4.2463], [-6.9328, 1.6498, -6.1345], [-4.5003, 2.0507, -6.2516], [-3.0244, 1.1997, -4.4834], [2.7350, -3.4658, 3.5530], [1.0043, -3.2055, 2.8974], [-0.1891, -2.6600, 4.2285], [0.3731, -4.7196, 1.9963], [1.1412, -1.7828, 1.6876], [1.2809, -0.7563, 1.0434], [2.7484, -4.2754, 4.2851], [3.1098, -2.5655, 4.0421], [3.4269, -3.7278, 2.7514], [-0.2836, -3.4372, 4.9898], [-1.1849, -2.4686, 3.8254], [0.1570, -1.7511, 4.7227], [0.3536, -5.5601, 2.6947], [1.0159, -5.0036, 1.1628], [-0.6456, -4.5863, 1.6283]], "e_lumo_ha": -0.16636, "total_charge": 1, "homo_lumo_gap_ev": 7.7620, "e_above_lowest_ev": 0.146}

{"formula": "C34H38BrN8S2Ta", "method": "ωB97M-V with the def2-TZVPD basis set", "elements": ["Ta", "S", "C", "S", "C", "C", "N", "C", "N", "C", "C", "C", "C", "C", "C", "C", "C", "C", "C", "C", "C", "N", "C", "C", "C", "C", "C", "N", "C", "C", "C", "C", "H", "H", "H", "H", "H", "H", "H", "H", "H", "H", "H", "H", "H", "H", "H", "H", "H", "H", "H", "H", "H", "H", "H", "H", "H", "H", "H", "H", "H", "N", "C", "C", "N", "C", "C", "N", "H", "H", "H", "H", "H", "Br", "C", "C", "C", "C", "C", "N", "H", "H", "H", "H"], "positions_angstrom": [[-0.7619, 0.5118, -0.1176], [-1.0124, 2.7219, 0.7276], [-2.7023, 2.2005, 0.8653], [-3.0914, 0.5804, 0.2657], [-3.6440, 3.0106, 1.3923], [-3.2852, 4.3263, 1.8445], [-2.9344, 5.3639, 2.1854], [-5.0028, 2.5605, 1.4947], [-6.0736, 2.1620, 1.5961], [2.2676, -2.8662, -3.0120], [2.2286, -2.1159, -1.6766], [3.6550, -1.8483, -1.1936], [1.4102, -2.8913, -0.6547], [1.9684, -4.0144, -0.0481], [1.2494, -4.7700, 0.8605], [-0.0555, -4.4228, 1.1767], [-0.6608, -3.3023, 0.6161], [-2.1268, -3.0272, 0.8914], [-2.5838, -3.4610, 2.2826], [-2.9898, -3.6968, -0.1825], [0.1032, -2.5528, -0.2898], [-0.4814, -1.3663, -0.8989], [-0.8541, -1.4781, -2.2108], [-1.1277, -0.3360, -2.8773], [-1.4889, -0.0987, -4.2170], [-1.4872, 1.2559, -4.3829], [-1.1334, 1.8659, -3.1545], [-0.9381, 0.8998, -2.1924], [-0.9872, 3.3608, -3.0133], [-2.2412, 3.9200, -2.3140], [-0.9279, 4.0075, -4.4046], [0.3286, 3.7134, -2.3075], [2.8236, -2.2971, -3.7570], [1.2758, -3.0701, -3.4145], [2.7659, -3.8286, -2.8889], [1.7577, -1.1420, -1.8441], [4.2589, -2.7551, -1.2000], [3.6756, -1.4474, -0.1815], [4.1491, -1.1357, -1.8542], [2.9785, -4.3060, -0.3020], [1.7006, -5.6441, 1.3091], [-0.6149, -5.0421, 1.8629], [-2.2962, -1.9494, 0.8054], [-2.6648, -4.5461, 2.3500], [-3.5747, -3.0590, 2.4938], [-1.9065, -3.1300, 3.0691], [-2.8035, -4.7717, -0.1947], [-2.7747, -3.3133, -1.1823], [-4.0497, -3.5391, 0.0157], [-0.8907, -2.4560, -2.6741], [-1.6978, -0.8572, -4.9545], [-1.6865, 1.7911, -5.2936], [-3.1231, 3.7307, -2.9261], [-2.1357, 4.9987, -2.1984], [-2.4172, 3.4909, -1.3349], [-1.8722, 3.9152, -4.9392], [-0.1308, 3.5874, -5.0185], [-0.7268, 5.0712, -4.2837], [0.4666, 3.1851, -1.3723], [0.3520, 4.7795, -2.0830], [1.1782, 3.4878, -2.9544], [3.6891, -1.3468, 2.7349], [3.1539, -0.4979, 1.8401], [1.7976, -0.6158, 1.4575], [1.2947, 0.2300, 0.5755], [2.0930, 1.1782, 0.0350], [3.4061, 1.2741, 0.4406], [3.9356, 0.4570, 1.3430], [3.1765, -2.1308, 3.0966], [4.6639, -1.2502, 2.9672], [1.1591, -1.3838, 1.8667], [1.6701, 1.8563, -0.6963], [4.0493, 2.0370, 0.0215], [-1.1010, 0.0015, 2.8708], [0.1335, 1.1282, 3.8609], [-0.0547, 1.1139, 5.2327], [0.8025, 1.9264, 5.9572], [1.7616, 2.6753, 5.2850], [1.8305, 2.5932, 3.9074], [1.0086, 1.8116, 3.1870], [-0.8227, 0.5204, 5.7043], [0.7133, 1.9771, 7.0337], [2.4462, 3.3144, 5.8231], [2.5570, 3.1700, 3.3511]], "e_lumo_ha": -0.29050, "total_charge": 2, "homo_lumo_gap_ev": 6.4338, "e_above_lowest_ev": 0.721}